Record 1
The following is a DFT calculation (ωB97M-V/def2-TZVPD) of a cluster of 2 separate species, C11H15N in total.

The geometry in XYZ format:
```
27
Properties=species:S:1:pos:R:3
H -2.473 1.843 -1.018
N -1.309 -1.962 0.964
C -0.946 1.097 -2.295
C -1.495 2.136 -1.318
H 0.915 1.682 2.652
C 0.733 -0.615 1.043
H -0.752 1.452 3.333
C 2.348 -0.820 -0.752
H -0.258 0.353 -1.950
H -0.646 2.236 -0.495
H 0.630 -3.485 -0.883
C -1.361 -0.738 1.735
H -2.383 -0.506 2.169
C 0.819 -2.509 -0.525
H 2.596 -2.507 -1.769
H -0.512 2.066 1.661
H 3.245 -0.382 -1.224
C 1.965 -0.198 0.480
H -0.499 1.718 -3.033
H 2.718 0.505 0.874
H -1.703 0.769 -2.841
H -1.489 3.116 -1.845
C -0.133 1.337 2.506
C 1.892 -1.988 -1.230
C -0.255 0.007 1.884
H -1.776 -2.765 1.376
C 0.127 -1.843 0.500
```

Calculated values
* total energy: -482.79932 Eh
* gap between HOMO and LUMO: 8.92 eV
* structure (SMILES): Cc1c[nH]c2ccccc12.CC
* F_max: 0.097 hartree/bohr
* relative energy (zero: lowest compared OMol25 entry of this formula, charge and spin): 304.2 kJ/mol

Record 2
The following is a DFT calculation (ωB97M-V/def2-TZVPD) of a cluster of 2 separate species, C11H15N in total.

The geometry in XYZ format:
```
27
Properties=species:S:1:pos:R:3
C 2.167 0.104 3.580
C -2.453 -0.526 -0.869
H 0.490 -0.206 4.996
C 0.324 0.469 -2.958
C 0.919 0.563 4.360
H -3.280 -1.089 1.013
H 2.345 0.772 2.737
H -1.172 -0.864 2.263
H 1.201 1.426 4.969
C -0.024 -0.364 0.541
H 0.899 -0.302 1.100
C 2.426 0.553 -1.566
C 0.956 0.305 -1.768
C -0.047 -0.091 -0.827
H 2.965 0.265 -2.465
C -2.393 -0.782 0.478
H 2.008 -0.880 3.136
N -1.034 0.243 -2.801
H 2.606 1.630 -1.424
C -1.191 -0.684 1.200
H 3.047 0.104 4.230
H -3.375 -0.521 -1.435
C -1.275 -0.132 -1.511
H 0.151 0.915 3.668
H 0.702 0.734 -3.933
H -1.611 0.047 -3.600
H 2.855 0.067 -0.684
```

Calculated values
* total energy: -482.90792 Eh
* gap between HOMO and LUMO: 8.80 eV
* structure (SMILES): Cc1c[nH]c2ccccc12.CC
* F_max: 0.016 hartree/bohr
* relative energy (zero: lowest compared OMol25 entry of this formula, charge and spin): 19.0 kJ/mol

Record 3
The following is a DFT calculation (ωB97M-V/def2-TZVPD) of a structure of composition C11H15N2.

The geometry in XYZ format:
```
28
Properties=species:S:1:pos:R:3
C 3.276 0.743 -0.958
N 1.595 -1.067 -0.379
C 1.946 0.378 -0.263
H -2.124 2.217 0.274
H 2.000 -1.714 -1.119
N 1.677 -0.683 1.732
H 1.328 -2.624 1.115
H 1.809 -0.845 2.715
C 0.885 1.199 -0.893
H 0.929 1.395 -1.952
C -3.009 -1.545 0.069
C 2.082 0.471 1.246
H -5.076 -0.854 0.233
H 3.034 0.823 -2.033
H 3.564 1.649 -0.422
C -1.502 0.259 -0.332
H -0.946 -1.898 -0.498
H -3.233 -2.612 0.129
H 1.901 1.442 1.630
C -1.718 -1.100 -0.336
C -2.437 1.210 0.011
H 1.055 2.264 -0.502
H 3.929 -0.093 -0.787
C -3.996 -0.590 0.272
H -0.243 0.821 -0.568
C 1.451 -1.633 0.836
H -4.432 1.590 0.483
C -3.745 0.798 0.296
```

Calculated values
* total energy: -537.23173 Eh
* gap between HOMO and LUMO (spin up / spin down): 6.21 / 8.56 eV
* F_max: 0.070 hartree/bohr
* relative energy (zero: lowest compared OMol25 entry of this formula, charge and spin): 474.7 kJ/mol
* total charge: +1

Record 4
The following is a DFT calculation (ωB97M-V/def2-TZVPD) of the ion C11H15N2 with charge +1.

The geometry in XYZ format:
```
28
Properties=species:S:1:pos:R:3
H 3.575 1.649 -0.924
H -1.116 -1.768 1.283
N 0.722 0.310 0.084
C 1.604 -0.648 0.414
C -2.677 -0.734 0.358
H -3.604 0.599 -1.037
C -2.872 -0.045 -0.961
H -3.535 1.010 1.730
C -1.433 1.090 1.121
H -1.140 -0.297 -1.939
N 2.825 -0.167 0.083
H 1.495 -1.658 0.701
H -3.532 -1.431 0.493
C 1.414 1.427 -0.399
H 4.265 -1.445 -0.360
C 4.113 -0.806 0.450
H -1.389 1.630 -1.460
C -2.660 0.541 1.300
C -1.419 0.523 -1.314
C 2.751 1.127 -0.443
C -0.737 0.194 0.151
H 0.883 2.171 -0.925
H -1.184 1.869 1.718
H 4.904 -0.174 0.296
H 4.199 -1.233 1.441
H -1.062 -1.772 -0.477
C -1.264 -1.184 0.407
H -3.125 -0.779 -1.790
```

Calculated values
* total energy: -537.33878 Eh
* gap between HOMO and LUMO: 9.74 eV
* structure (SMILES): Cn1cc[n+]([C@@]23C=C[C@@H](CC2)C3)c1
* F_max: 0.118 hartree/bohr
* relative energy (zero: lowest compared OMol25 entry of this formula, charge and spin): 193.6 kJ/mol
* total charge: +1

Record 5
The following is a DFT calculation (ωB97M-V/def2-TZVPD) of the ion C11H15N2S with charge +1.

The geometry in XYZ format:
```
29
Properties=species:S:1:pos:R:3
H -0.805 -1.746 -1.098
H -1.481 0.065 -2.764
H -3.047 0.426 -2.046
H -2.870 0.742 0.821
H 1.431 0.475 1.957
C 1.429 -0.075 -0.125
H -1.830 1.697 -2.167
H -2.832 2.686 2.226
H -0.885 -1.404 0.629
C 2.569 -1.299 1.608
C -1.371 -1.229 -0.328
C -1.977 0.634 -1.982
N -1.880 2.806 1.919
C 0.558 0.987 -0.594
H -1.349 3.565 2.318
H 1.633 -0.882 -2.105
C 1.769 -0.242 1.219
S 0.277 2.398 0.464
N -1.969 1.019 0.445
H 3.643 -3.040 0.985
C -1.453 0.231 -0.635
H 3.032 -2.774 -1.397
H -2.370 -1.667 -0.297
C -1.332 2.042 0.983
C 2.681 -2.066 -0.664
H 0.674 1.283 -1.627
C 1.893 -1.006 -1.063
C 3.022 -2.215 0.672
H 2.841 -1.411 2.646
```

Calculated values
* total energy: -935.61139 Eh
* gap between HOMO and LUMO: 8.51 eV
* F_max: 0.071 hartree/bohr
* relative energy (zero: lowest compared OMol25 entry of this formula, charge and spin): 0.0 kJ/mol
* total charge: +1

Record 6
The following is a DFT calculation (ωB97M-V/def2-TZVPD) of the molecule C11H15N3.

The geometry in XYZ format:
```
29
Properties=species:S:1:pos:R:3
H -1.781 2.291 -2.029
H -1.940 -2.105 0.758
H -1.308 -1.285 2.204
H -3.916 0.799 -0.663
H 2.612 2.190 2.215
H 0.090 -0.786 -2.778
H 0.058 -1.773 -0.527
C -0.196 -1.132 0.249
C -2.865 1.205 -0.504
H 0.126 0.748 -3.422
C -2.068 1.284 -1.903
N 3.435 -0.928 1.292
H 2.236 -2.377 0.506
N -2.115 0.262 0.291
C 2.290 -1.327 0.899
C 3.566 0.310 1.845
C 2.499 1.198 1.866
H 0.274 1.347 1.415
C 1.106 -0.488 0.788
H -2.906 2.168 -0.002
H -2.710 0.845 -2.568
H 4.479 0.612 2.213
C 1.176 0.701 1.429
H -0.525 -2.893 1.647
C -1.131 -0.130 -0.318
N -0.945 0.397 -1.560
C -1.023 -1.960 1.308
C 0.202 0.269 -2.462
H 1.279 0.560 -2.187
```

Calculated values
* total energy: -592.34967 Eh
* gap between HOMO and LUMO: 9.01 eV
* structure (SMILES): C[C@@H](C1=NCCN1C)c1cccnc1
* F_max: 0.088 hartree/bohr
* relative energy (zero: lowest compared OMol25 entry of this formula, charge and spin): 187.5 kJ/mol

Question: Among the records above, which one has the lowest total energy?
Answer: C11H15N2S